(i)
Entry from the Open Molecules 2025 dataset: a cluster of 2 separate species, CH7N3O in total (wB97M-V/def2-TZVPD).

Each atom is followed by the atoms it is bonded to, with distances in Å.
Cartesian coordinates (Å):
1 C -1.839 -2.752 -0.724  H7 1.080, H8 1.076, N11 1.270
2 H 1.603 3.413 0.649  N9 1.018
3 H 0.251 2.630 0.168  N9 1.016
4 H 1.342 0.851 -0.181  N10 1.013
5 H 2.260 1.076 1.152  N10 1.020
6 H -0.244 -0.342 -0.078  O12 0.963
7 H -2.622 -2.483 -0.030  C1 1.080
8 H -1.879 -3.601 -1.384  C1 1.076
9 N 1.042 2.578 0.802  H2 1.018, H3 1.016, N10 1.450
10 N 1.913 1.530 0.307  H4 1.013, H5 1.020, N9 1.450
11 N -0.824 -1.991 -0.772  C1 1.270, O12 1.395
12 O -1.004 -0.909 0.090  H6 0.963, N11 1.395

Properties
Kohn-Sham gap, eV: 9.77
SMILES string: C=NO.NN
2S+1: 1
HOMO, eV: -8.84
Lowest unoccupied orbital energy, eV: 0.93

(ii)
Entry from the Open Molecules 2025 dataset: a cluster of 2 separate species, CH7N3O in total (wB97M-V/def2-TZVPD).

Each atom is followed by the atoms it is bonded to, with distances in Å.
Cartesian coordinates (Å):
1 C 0.218 0.879 1.406  O5 1.276, H6 1.099, H7 1.052
2 N -0.547 -1.800 -1.674  N4 1.432, H8 1.022, H9 1.031
3 N 2.390 1.487 2.180  O5 1.374, H11 0.999
4 N -1.660 -1.109 -1.097  N2 1.432, H10 1.020, H12 1.040
5 O 1.213 1.673 1.496  C1 1.276, N3 1.374
6 H -0.655 1.030 0.757  C1 1.099
7 H 0.300 0.034 2.028  C1 1.052
8 H 0.367 -1.457 -1.371  N2 1.022
9 H -0.418 -1.667 -2.689  N2 1.031
10 H -2.433 -1.370 -1.710  N4 1.020
11 H 2.732 2.393 1.937  N3 0.999
12 H -1.507 -0.093 -1.262  N4 1.040

Properties
Kohn-Sham gap (spin up / spin down), eV: 9.18 / 8.29
2S+1: 1
HOMO (spin up / spin down), eV: -8.96 / -8.20
Lowest unoccupied orbital energy (spin up / spin down), eV: 0.22 / 0.09

Name the least stable of them. (ii).

(i)
Entry from the Open Molecules 2025 dataset: a cluster of 11 separate species, C11H44O11 in total (wB97M-V/def2-TZVPD).

Each atom is followed by the atoms it is bonded to, with distances in Å.
Cartesian coordinates (Å):
1 C 4.287 -0.039 -0.185  O2 1.417, H3 1.095, H4 1.095, H5 1.089
2 O 3.391 -1.135 -0.137  C1 1.417, H6 0.966
3 H 4.556 0.202 -1.218  C1 1.095
4 H 3.826 0.859 0.241  C1 1.095
5 H 5.186 -0.282 0.379  C1 1.089
6 H 2.496 -0.819 0.042  O2 0.966
7 C -3.224 -1.205 0.709  O8 1.410, H9 1.098, H10 1.086, H11 1.096
8 O -3.964 -0.898 -0.451  C7 1.410, H12 0.966
9 H -2.510 -0.398 0.920  C7 1.098
10 H -3.873 -1.332 1.570  C7 1.086
11 H -2.637 -2.120 0.571  C7 1.096
12 H -3.399 -1.022 -1.225  O8 0.966
13 C 2.232 3.990 0.947  O14 1.416, H15 1.086, H16 1.099, H17 1.095
14 O 1.163 4.708 0.357  C13 1.416, H18 0.969
15 H 3.118 4.618 0.915  C13 1.086
16 H 2.026 3.768 2.004  C13 1.099
17 H 2.404 3.031 0.447  C13 1.095
18 H 0.362 4.171 0.448  O14 0.969
19 C -0.427 0.278 -5.114  O20 1.432, H21 1.096, H22 1.087, H23 1.089
20 O -0.295 0.532 -3.711  C19 1.432, H24 0.961
21 H 0.261 -0.529 -5.395  C19 1.096
22 H -1.428 -0.078 -5.339  C19 1.087
23 H -0.163 1.158 -5.701  C19 1.089
24 H 0.531 1.010 -3.602  O20 0.961
25 C -2.429 3.803 1.218  O26 1.433, H27 1.088, H28 1.090, H29 1.092
26 O -1.310 3.356 0.443  C25 1.433, H30 0.962
27 H -2.026 4.266 2.116  C25 1.088
28 H -3.035 4.536 0.685  C25 1.090
29 H -3.058 2.951 1.488  C25 1.092
30 H -1.632 3.193 -0.449  O26 0.962
31 C 1.880 -3.105 2.502  O32 1.417, H33 1.095, H34 1.088, H35 1.095
32 O 2.393 -4.371 2.879  C31 1.417, H36 0.960
33 H 2.663 -2.372 2.288  C31 1.095
34 H 1.326 -3.203 1.571  C31 1.088
35 H 1.217 -2.716 3.282  C31 1.095
36 H 3.043 -4.254 3.576  O32 0.960
37 C 0.357 0.356 -0.498  O38 1.426, H39 1.088, H40 1.092, H41 1.094
38 O 0.659 -0.587 0.528  C37 1.426, H42 0.969
39 H 1.065 0.232 -1.314  C37 1.088
40 H -0.647 0.189 -0.893  C37 1.092
41 H 0.428 1.377 -0.111  C37 1.094
42 H 0.146 -0.386 1.326  O38 0.969
43 C -3.749 -1.089 -3.976  O44 1.412, H45 1.093, H46 1.096, H47 1.088
44 O -2.794 -0.975 -2.942  C43 1.412, H48 0.964
45 H -3.740 -0.230 -4.653  C43 1.093
46 H -3.595 -1.998 -4.568  C43 1.096
47 H -4.747 -1.165 -3.547  C43 1.088
48 H -1.967 -0.628 -3.294  O44 0.964
49 C 2.769 -1.860 -3.951  O50 1.433, H51 1.085, H52 1.094, H53 1.092
50 O 2.663 -2.398 -5.276  C49 1.433, H54 0.960
51 H 3.565 -1.122 -3.961  C49 1.085
52 H 1.816 -1.425 -3.637  C49 1.094
53 H 2.989 -2.668 -3.249  C49 1.092
54 H 1.827 -2.869 -5.326  O50 0.960
55 C -1.542 -2.201 5.294  O56 1.414, H57 1.092, H58 1.092, H59 1.095
56 O -1.848 -0.954 4.702  C55 1.414, H60 0.965
57 H -1.682 -2.122 6.374  C55 1.092
58 H -2.165 -3.006 4.901  C55 1.092
59 H -0.501 -2.496 5.123  C55 1.095
60 H -1.086 -0.637 4.203  O56 0.965
61 C -0.478 1.592 3.319  O62 1.445, H63 1.089, H64 1.088, H65 1.087
62 O 0.215 0.325 3.279  C61 1.445, H66 0.962
63 H -0.757 1.809 4.350  C61 1.089
64 H 0.101 2.393 2.864  C61 1.088
65 H -1.397 1.485 2.747  C61 1.087
66 H 1.144 0.510 3.113  O62 0.962

Properties
Kohn-Sham gap, eV: 9.92
SMILES string: CO.CO.CO.CO.CO.CO.CO.CO.CO.CO.CO
2S+1: 1
HOMO, eV: -9.72
Lowest unoccupied orbital energy, eV: 0.20

(ii)
Entry from the Open Molecules 2025 dataset: a cluster of 11 separate species, C11H44O11 in total (wB97M-V/def2-TZVPD).

Each atom is followed by the atoms it is bonded to, with distances in Å.
Cartesian coordinates (Å):
1 C -0.013 2.851 7.303  O2 1.443, H3 1.090, H4 1.090, H5 1.090
2 O 0.064 3.885 8.307  C1 1.443, H6 0.960
3 H 0.408 1.877 7.551  C1 1.090
4 H -1.041 2.682 6.982  C1 1.090
5 H 0.524 3.167 6.409  C1 1.090
6 H -0.034 3.429 9.145  O2 0.960
7 C -3.769 1.066 -3.863  O8 1.374, H9 1.090, H10 1.090, H11 1.090
8 O -2.952 1.875 -3.111  C7 1.374, H12 0.960
9 H -3.850 1.470 -4.872  C7 1.090
10 H -3.316 0.077 -3.927  C7 1.090
11 H -4.734 1.019 -3.358  C7 1.090
12 H -2.913 2.790 -3.398  O8 0.960
13 C -4.084 -4.069 2.848  O14 1.427, H15 1.090, H16 1.090, H17 1.090
14 O -3.642 -3.227 3.912  C13 1.427, H18 0.960
15 H -5.068 -4.505 3.022  C13 1.090
16 H -4.115 -3.592 1.868  C13 1.090
17 H -3.475 -4.972 2.819  C13 1.090
18 H -4.196 -2.452 3.792  O14 0.960
19 C 4.668 -3.429 -4.339  O20 1.465, H21 1.090, H22 1.090, H23 1.090
20 O 4.618 -3.874 -5.734  C19 1.465, H24 0.960
21 H 4.132 -4.165 -3.741  C19 1.090
22 H 5.734 -3.357 -4.123  C19 1.090
23 H 4.239 -2.431 -4.244  C19 1.090
24 H 4.978 -3.213 -6.330  O20 0.960
25 C 6.269 2.157 -1.176  O26 1.382, H27 1.090, H28 1.090, H29 1.090
26 O 7.142 3.227 -1.227  C25 1.382, H30 0.960
27 H 5.835 2.005 -0.188  C25 1.090
28 H 5.387 2.481 -1.728  C25 1.090
29 H 6.728 1.240 -1.545  C25 1.090
30 H 6.623 4.013 -1.042  O26 0.960
31 C 1.430 2.925 -7.199  O32 1.413, H33 1.090, H34 1.090, H35 1.090
32 O 2.320 2.725 -8.279  C31 1.413, H36 0.960
33 H 1.502 2.167 -6.419  C31 1.090
34 H 1.564 3.925 -6.787  C31 1.090
35 H 0.396 2.967 -7.542  C31 1.090
36 H 2.082 3.319 -8.994  O32 0.960
37 C 0.882 -5.375 5.733  O38 1.439, H39 1.090, H40 1.090, H41 1.090
38 O 0.044 -4.626 6.632  C37 1.439, H42 0.960
39 H 1.575 -5.954 6.343  C37 1.090
40 H 0.252 -6.062 5.168  C37 1.090
41 H 1.403 -4.782 4.981  C37 1.090
42 H -0.660 -4.274 6.082  O38 0.960
43 C -0.674 -4.558 -3.088  O44 1.411, H45 1.090, H46 1.090, H47 1.090
44 O -1.152 -5.679 -3.800  C43 1.411, H48 0.960
45 H -1.482 -3.984 -2.634  C43 1.090
46 H 0.059 -4.812 -2.323  C43 1.090
47 H -0.257 -3.886 -3.838  C43 1.090
48 H -0.426 -6.047 -4.310  O44 0.960
49 C -0.032 5.332 1.186  O50 1.400, H51 1.090, H52 1.090, H53 1.090
50 O 1.045 5.990 1.793  C49 1.400, H54 0.960
51 H 0.300 4.655 0.399  C49 1.090
52 H -0.607 4.764 1.916  C49 1.090
53 H -0.711 6.109 0.833  C49 1.090
54 H 0.729 6.482 2.555  O50 0.960
55 C 0.842 -0.069 0.662  O56 1.419, H57 1.090, H58 1.090, H59 1.090
56 O 0.946 0.173 -0.732  C55 1.419, H60 0.960
57 H -0.184 -0.321 0.928  C55 1.090
58 H 1.458 -0.945 0.866  C55 1.090
59 H 1.140 0.812 1.230  C55 1.090
60 H 0.258 0.776 -1.024  O56 0.960
61 C -5.403 1.901 2.118  O62 1.433, H63 1.090, H64 1.090, H65 1.090
62 O -6.064 0.817 2.781  C61 1.433, H66 0.960
63 H -5.168 2.584 2.934  C61 1.090
64 H -4.447 1.599 1.690  C61 1.090
65 H -6.104 2.317 1.393  C61 1.090
66 H -7.002 1.013 2.733  O62 0.960

Properties
Kohn-Sham gap, eV: 10.06
SMILES string: CO.CO.CO.CO.CO.CO.CO.CO.CO.CO.CO
2S+1: 1
HOMO, eV: -10.07
Lowest unoccupied orbital energy, eV: -0.01

Name the least stable of them. (ii).